Molecular formula: C55H103O6PS2
Method: DFT, wB97M-V/def2-TZVPD

Output
- Structure (SMILES): C=CC1=C(CCCCCCCCCCCCCCC)C(=O)c2c(P(O)O)cc(CSCC)c(C[SH](=O)=O)c2C1=O.CCCCCC.CCCCCC.CCCCCC.CCCCCC
- E_HOMO: -8.71 eV

Element x y z (Å)
C 4.64258 -6.91745 3.54307
C 3.69493 -6.24901 2.56435
C 3.13693 -4.69645 2.83835
C 2.04631 -4.47300 3.86892
C 1.33166 -5.66420 4.74262
C 0.13344 -6.32273 3.83799
C -1.24841 -5.44326 3.76639
C -1.84151 -4.95922 5.21628
C -2.78175 -3.61452 4.89972
C -4.33033 -3.77644 5.41454
C -4.96735 -2.25324 5.61815
C -5.42549 -1.60351 4.17828
C -5.37360 0.03409 4.11521
C -6.05981 0.66560 2.73263
C -6.11174 -0.39587 1.48429
C -4.60394 -0.69659 0.82970
C -4.67888 -2.21010 0.17938
C -3.45172 -2.49689 -0.87550
C -2.19259 -3.08890 0.03554
C 1.52015 -2.92441 4.08719
O 0.24912 -2.65240 4.39314
C 2.58550 -1.67882 3.86997
C 2.43373 -0.29317 4.73297
P 1.12245 0.07127 6.07956
O 0.87520 -1.33990 7.07277
O 1.91319 1.24714 7.14997
C 3.51683 0.91155 4.40717
C 4.69247 0.66694 3.24300
C 5.68168 1.99135 2.98820
S 4.63225 3.15954 1.89942
C 5.63586 4.64781 1.36384
C 6.38956 5.28141 2.67498
C 4.84166 -0.74898 2.42781
C 6.04499 -0.94604 1.31893
S 5.35266 -0.27189 -0.31673
O 3.88437 0.23492 -0.04030
O 5.24602 -1.40563 -1.36954
C 3.77862 -1.96020 2.73215
C 3.78821 -3.43812 1.94958
O 4.23638 -3.62166 0.70154
H 4.40259 -6.76477 4.70240
H 5.60229 -7.52791 3.19434
H 3.29633 -6.83487 1.60476
H 2.15727 -6.51540 4.87710
H 1.01525 -5.34700 5.82566
H -0.02873 -7.45353 4.15968
H 0.55191 -6.37359 2.72119
H -2.09452 -6.12610 3.27422
H -1.05048 -4.55245 3.00789
H -2.51204 -5.77466 5.76061
H -1.03255 -4.61753 5.99110
H -2.30847 -2.70653 5.49091
H -2.71592 -3.32706 3.75005
H -4.30757 -4.33825 6.44204
H -4.90910 -4.37732 4.56173
H -4.21086 -1.49847 6.10773
H -5.89641 -2.32141 6.36402
H -4.66531 -1.99731 3.36055
H -6.49627 -1.97968 3.81808
H -5.90697 0.57504 5.00862
H -4.22955 0.35864 4.16893
H -7.17052 0.96515 2.97936
H -5.51932 1.63983 2.36321
H -6.71080 -1.38997 1.71091
H -6.71324 0.14079 0.60852
H -3.78487 -0.56833 1.65975
H -4.33189 0.07369 -0.03401
H -5.69303 -2.32251 -0.42534
H -4.66237 -2.96721 1.08351
H -3.15153 -1.56233 -1.51632
H -3.75124 -3.37718 -1.60334
H -2.65063 -3.90523 0.75117
H -1.33035 -3.54857 -0.64124
H -1.80745 -2.16491 0.66927
H 1.62497 -1.96099 6.82022
H 1.32315 1.39861 7.96875
H 3.48002 1.95372 4.98266
H 6.70313 1.70419 2.49455
H 5.84181 2.54499 4.03312
H 4.85662 5.42793 0.90647
H 6.34164 4.33419 0.48474
H 5.59935 5.32145 3.56128
H 6.72430 6.37057 2.38586
H 7.28522 4.55913 2.93502
H 6.28788 -2.09268 1.28602
H 6.98378 -0.32088 1.70411
H 6.08477 0.85073 -0.74303
C 5.16097 3.98107 -5.66039
C 4.15789 2.96449 -6.18308
C 2.89678 2.85983 -5.32195
C 3.12242 2.39039 -3.88050
C 3.81176 1.03086 -3.73380
C 3.01089 -0.11666 -4.32989
H 5.53420 3.70892 -4.66942
H 6.02256 4.04021 -6.33365
H 4.71036 4.97693 -5.59989
H 4.64113 1.98561 -6.27612
H 3.86185 3.25806 -7.19717
H 2.18855 2.18586 -5.81774
H 2.40578 3.84088 -5.29201
H 2.14991 2.35141 -3.37378
H 3.71132 3.14136 -3.34045
H 3.96043 0.83146 -2.66476
H 4.80993 1.05541 -4.18278
H 2.02312 -0.18667 -3.86439
H 3.53158 -1.06441 -4.16189
H 2.87807 0.00120 -5.40902
C 6.39726 -5.45998 -7.74019
C 4.98811 -5.16332 -8.22919
C 4.54068 -3.72603 -7.95187
C 4.46601 -3.33501 -6.47181
C 3.54772 -4.20531 -5.60904
C 2.08913 -4.14779 -6.03649
H 6.47898 -5.35791 -6.65470
H 6.67673 -6.48691 -7.99789
H 7.12161 -4.78519 -8.20755
H 4.28634 -5.87641 -7.78266
H 4.95253 -5.33476 -9.31156
H 3.56253 -3.56669 -8.42037
H 5.23006 -3.03683 -8.45604
H 4.13046 -2.29232 -6.40660
H 5.47326 -3.35284 -6.03874
H 3.61848 -3.85921 -4.56985
H 3.89088 -5.24490 -5.60996
H 1.71224 -3.12113 -6.00175
H 1.47678 -4.75552 -5.36322
H 1.94969 -4.53423 -7.05003
C -8.17777 0.25727 -2.14585
C -8.68218 1.38590 -1.26008
C -10.14718 1.74819 -1.51589
C -10.45944 2.26806 -2.92347
C -9.66783 3.50544 -3.35622
C -9.93842 4.72566 -2.48942
H -8.20624 0.52973 -3.20431
H -7.13966 0.01640 -1.89404
H -8.77844 -0.64693 -2.00414
H -8.04185 2.26600 -1.38575
H -8.57888 1.07842 -0.21272
H -10.45857 2.49369 -0.77500
H -10.76876 0.86310 -1.32965
H -11.53142 2.49610 -2.97745
H -10.28638 1.46884 -3.65402
H -9.94192 3.74750 -4.39111
H -8.59426 3.29124 -3.36553
H -11.00163 4.98403 -2.49985
H -9.37784 5.58608 -2.86759
H -9.63183 4.56069 -1.45268
C 1.82821 5.44597 -0.09989
C 0.50488 5.64123 0.62365
C -0.20887 6.94009 0.24099
C 0.54670 8.22968 0.58031
C 0.91556 8.40471 2.05623
C -0.29539 8.48425 2.97316
H 2.54649 6.23116 0.15099
H 2.27417 4.48683 0.18341
H 1.68199 5.44338 -1.18482
H 0.66793 5.59776 1.70619
H -0.15288 4.79898 0.37844
H -1.19201 6.95585 0.72559
H -0.40712 6.93068 -0.83838
H -0.06702 9.08275 0.26458
H 1.46389 8.28311 -0.01828
H 1.49185 9.33289 2.16150
H 1.57481 7.59544 2.38640
H -0.94787 9.31476 2.68716
H 0.02654 8.64770 4.00623
H -0.88020 7.56036 2.95103

Mulliken atomic charge list, values in e, 6 entries: number 1, C, carries -0.599; number 2, C, carries -0.450; number 3, C, carries 0.361; number 4, C, carries 0.095; number 5, C, carries -0.637; number 6, C, carries -0.696

***

Molecular formula: C55H118N6O7
Method: DFT, wB97M-V/def2-TZVPD

Output
- Structure (SMILES): CC1(C)CCCC(C)(C)N1O.CC1(C)CCCC(C)(C)N1O.CC1(C)CCCC(C)(C)N1O.CC1(C)CCCC(C)(C)N1O.CC1(C)CCCC(C)(C)N1O.CC1(C)CCCC(C)(C)N1O.CO
- E_HOMO: -8.32 eV

Element x y z (Å)
C 13.54742 13.84039 12.77510
O 14.18084 15.09442 12.99736
H 12.71042 13.80031 13.43649
H 13.20778 13.78291 11.71781
H 14.23295 13.00288 13.00856
H 14.60636 15.45742 12.21556
C 19.08002 13.13584 14.71408
C 18.76778 11.77279 14.14230
C 19.97589 11.15774 13.41377
C 19.76289 9.76304 12.89409
C 19.61583 8.87763 14.11621
C 18.35868 9.28951 14.93168
N 18.45066 10.81096 15.28660
O 17.17825 11.17145 15.81212
C 17.06984 8.93643 14.19568
C 18.35824 8.65164 16.32936
C 17.59673 12.00357 13.11124
H 19.08468 13.82540 13.89820
H 19.95244 13.10044 15.37387
H 18.33724 13.48759 15.39018
H 20.23294 11.82579 12.55825
H 20.76784 11.24934 14.15393
H 20.65808 9.45377 12.34448
H 18.93854 9.62232 12.20258
H 20.51172 8.99258 14.75736
H 19.56685 7.86916 13.77153
H 16.21876 9.34117 14.67261
H 17.09577 9.19301 13.09814
H 16.80970 7.89440 14.29816
H 19.11337 8.99142 17.01536
H 17.31497 8.78927 16.73520
H 18.62307 7.57599 16.21806
H 17.90794 12.77646 12.39891
H 16.83900 12.48843 13.69138
H 17.14625 11.15986 12.55157
H 17.18720 10.92448 16.76155
C 9.53408 7.99111 14.59399
C 9.78743 8.92991 13.37844
C 9.77749 10.41922 13.78102
C 11.03459 10.88283 14.53448
C 12.28113 10.70748 13.60843
C 12.42359 9.25861 13.21385
N 11.15391 8.77732 12.71076
O 11.29770 7.41752 12.36155
C 13.51129 9.17050 12.11153
C 12.95700 8.45865 14.51634
C 8.75795 8.65508 12.29776
H 10.06103 8.36952 15.46964
H 9.79825 6.96725 14.31502
H 8.48048 7.92495 14.86108
H 9.77882 11.05933 12.89615
H 8.82777 10.54767 14.31738
H 11.15161 10.38005 15.51491
H 10.75750 11.86377 14.75881
H 13.12502 11.08588 14.16189
H 12.08592 11.28150 12.70973
H 13.75079 8.09208 11.95576
H 13.06582 9.58086 11.21792
H 14.37683 9.75260 12.30233
H 13.48768 7.49283 14.27892
H 13.69543 9.11837 14.99334
H 12.15416 8.26878 15.23137
H 9.13896 7.88829 11.64375
H 8.62460 9.59499 11.72761
H 7.79832 8.42696 12.76908
H 11.64995 6.93388 13.12880
C 17.03501 16.38362 14.34561
C 16.43973 17.45846 15.30506
C 17.12733 18.77729 15.01160
C 16.65717 19.92381 15.85710
C 15.22325 20.00895 15.43116
C 14.32418 18.85621 15.65464
N 14.96683 17.69556 15.00799
O 14.27198 16.52144 15.45064
C 13.84102 18.72978 17.11963
C 13.01457 19.17841 14.78448
C 16.79148 16.97162 16.70118
H 18.15897 16.29973 14.63220
H 17.03050 16.70819 13.29488
H 16.54248 15.47978 14.48805
H 18.20722 18.60319 15.21705
H 17.00894 18.94222 13.90628
H 17.22847 20.83259 15.59672
H 16.77307 19.71629 16.95917
H 15.07972 20.29100 14.36891
H 14.68762 20.84527 16.02482
H 13.10574 17.88096 17.24576
H 14.64198 18.57272 17.80491
H 13.28507 19.63217 17.37252
H 13.32154 19.03054 13.70759
H 12.21790 18.43438 14.92520
H 12.67316 20.22725 14.92689
H 17.85691 16.86005 16.64966
H 16.34068 15.95316 16.89096
H 16.58776 17.57554 17.58763
H 14.27494 16.07588 14.57841
C 9.93373 13.65968 10.25405
C 9.20042 14.41607 11.40902
C 10.18505 14.80724 12.44688
C 11.22754 15.90302 12.06570
C 10.47764 17.16029 11.59407
C 9.45835 16.89503 10.53560
N 8.65552 15.73906 10.97396
O 7.57140 15.52809 10.08806
C 8.43764 18.02342 10.30714
C 10.25130 16.66841 9.16504
C 8.06384 13.58375 11.98033
H 10.02174 12.56623 10.37571
H 10.94699 14.07477 10.13407
H 9.41023 13.77958 9.26732
H 9.61072 15.12215 13.32741
H 10.80177 13.96258 12.75744
H 11.93459 15.55210 11.31388
H 11.81805 16.14248 12.95769
H 11.09050 17.98274 11.33996
H 9.95515 17.59477 12.47992
H 7.73971 18.04657 11.17678
H 8.94227 18.98562 10.31494
H 7.96066 17.98295 9.26253
H 10.83848 17.64038 8.95957
H 11.03780 15.98602 9.30674
H 9.77087 16.27940 8.29307
H 8.42297 12.97547 12.81218
H 7.71832 12.88068 11.18942
H 7.24915 14.22516 12.33839
H 7.84711 15.45274 9.16376
C 13.76906 13.10756 16.39669
C 13.81316 13.17031 17.88277
C 15.05678 12.31516 18.30362
C 15.46630 12.57378 19.78178
C 15.63645 14.04891 20.03807
C 14.37222 14.90474 19.69044
N 14.16502 14.56315 18.26073
O 13.07138 15.49084 17.79839
C 13.17539 14.64920 20.64809
C 14.67921 16.40546 19.76828
C 12.50692 12.67378 18.41066
H 13.84399 12.10602 16.00022
H 14.65648 13.67119 15.86479
H 12.81020 13.58737 16.04916
H 14.83357 11.27018 18.16394
H 15.89786 12.59316 17.68841
H 16.40996 12.03450 20.01757
H 14.68045 12.24706 20.48900
H 16.48605 14.45008 19.50959
H 15.92591 14.16413 21.09503
H 12.18577 14.83203 20.15988
H 13.17906 13.63722 21.13257
H 13.07493 15.34833 21.46620
H 15.13748 16.74767 20.74330
H 15.35719 16.75968 19.00973
H 13.77162 16.94516 19.69328
H 12.47721 12.36470 19.44285
H 12.15642 11.85483 17.72499
H 11.78982 13.46308 18.27597
H 13.30814 15.73141 16.86124
C 14.07757 17.90598 11.29816
C 14.71452 17.48739 9.93672
C 16.07313 18.18543 10.02903
C 17.06865 17.69731 8.94438
C 17.20308 16.16238 9.12441
C 15.87896 15.47501 9.02483
N 14.94616 16.07184 9.98629
O 13.72011 15.42986 9.96475
C 15.36049 15.50492 7.48644
C 16.04405 13.99028 9.43481
C 13.80281 18.15698 8.84895
H 13.06067 17.60620 11.25351
H 14.13932 19.00157 11.33924
H 14.59036 17.57533 12.19751
H 15.98008 19.26582 9.93116
H 16.48308 17.92394 11.01169
H 18.02236 18.19201 9.14332
H 16.75419 18.10879 7.99779
H 17.65687 16.03375 10.15375
H 17.93120 15.70118 8.44882
H 15.31400 16.51369 7.05826
H 16.05468 14.95688 6.87144
H 14.37597 15.00356 7.28054
H 16.91749 13.57516 9.00724
H 16.21819 13.92557 10.50676
H 15.15609 13.41405 9.12341
H 12.82475 17.62947 8.81433
H 14.28800 18.10807 7.84094
H 13.57769 19.18698 9.01859
H 13.32358 15.60161 9.11101

Mulliken atomic charge list, values in e, 6 entries: number 1, C, carries -0.960; number 2, O, carries 1.731; number 3, H, carries 0.003; number 4, H, carries 0.172; number 5, H, carries 0.091; number 6, H, carries -1.250

***

Number 1: F_max 8.50 eV/Å. Number 2: F_max 4.47 eV/Å.